(1)
Density functional theory data (ωB97M-V/def2-TZVPD) for a molecular structure, C33H25F5N4O5PtS3.

Values from the calculation:
Net charge = -2
Kohn-Sham gap (alpha / beta) = 6.71 / 6.70 eV
Relative energy (zero: lowest compared OMol25 entry of this formula, charge and spin) = 0.0000 eV
Total energy = -100166.2405 eV
HOMO level (alpha / beta) = -2.59 / -2.59 eV

Positions of all 76 atoms, in Å:
Pt1 0.25 0.70 0.70
S1 -2.20 1.14 0.47
S2 -4.29 -1.04 0.35
S3 -5.73 -3.11 -1.29
F1 1.44 4.25 -4.32
F2 2.05 5.18 -1.83
F3 1.47 3.81 0.31
F4 0.18 1.84 -4.56
F5 -0.41 0.42 -2.42
O1 0.92 -2.12 -3.26
O2 -0.23 -0.28 2.48
O3 -1.61 -1.85 3.27
O4 -2.27 -4.90 -0.64
O5 1.96 -0.91 -1.67
N1 -2.99 -0.28 -1.71
N2 -0.27 -1.36 0.02
N3 -3.85 -1.28 -2.09
N4 1.70 1.48 1.50
C1 -3.08 -0.04 -0.44
C2 0.29 1.54 -2.21
C3 -0.62 3.07 3.04
C4 2.96 0.62 5.42
C5 -1.57 -3.76 -0.43
C6 -3.43 -2.41 -6.11
C7 2.96 -1.82 1.54
C8 -2.32 -2.11 -5.34
C9 1.58 1.95 3.92
C10 4.16 0.22 0.68
C11 3.76 -0.57 1.92
C12 1.21 3.18 -0.85
C13 0.55 2.28 -3.35
C14 -4.86 -1.97 -4.21
C15 -4.70 -2.34 -5.54
C16 -0.05 -2.03 -1.12
C17 -0.98 -1.31 2.37
C18 0.69 3.18 3.83
C19 1.18 3.50 -3.23
C20 -3.73 -1.69 -3.45
C21 3.08 0.23 3.02
C22 1.49 3.96 -1.97
C23 -1.00 -1.95 0.99
C24 0.65 1.91 -0.92
C25 2.06 1.20 2.81
C26 3.48 -0.04 4.32
C27 -1.66 -3.14 0.81
C28 -4.63 -1.85 -1.14
C29 1.51 4.38 3.36
C30 1.05 -1.60 -2.14
C31 2.03 1.62 5.19
C32 -2.46 -1.74 -4.01
C33 -0.72 -3.21 -1.38
H1 -5.58 -2.56 -6.14
H2 -2.19 -5.13 -1.57
H3 1.63 2.18 6.03
H4 0.39 3.37 4.86
H5 3.31 0.46 0.05
H6 -1.12 2.12 3.23
H7 4.69 -0.92 2.39
H8 -2.24 -3.55 1.63
H9 -0.53 -3.68 -2.33
H10 -1.29 3.88 3.34
H11 1.91 4.20 2.36
H12 4.67 1.15 0.95
H13 0.89 5.28 3.32
H14 -3.32 -2.70 -7.15
H15 -5.84 -1.91 -3.76
H16 -0.45 3.16 1.97
H17 -1.32 -2.14 -5.76
H18 2.35 4.56 4.04
H19 3.28 0.38 6.42
H20 2.09 -1.56 0.94
H21 4.84 -0.39 0.07
H22 4.24 -0.81 4.47
H23 2.63 -2.37 2.43
H24 -1.59 -1.48 -3.42
H25 3.58 -2.48 0.92

***

(2)
Density functional theory data (ωB97M-V/def2-TZVPD) for a molecular structure, C33H25FNO6S2 in a non-equilibrium geometry.

Values from the calculation:
Net charge = -1
Kohn-Sham gap = 5.62 eV
Relative energy (zero: lowest compared OMol25 entry of this formula, charge and spin) = 2.7029 eV
Total energy = -72786.6641 eV
HOMO level = -3.70 eV

Positions of all 68 atoms, in Å:
S1 0.22 2.22 3.83
S2 2.75 1.51 3.19
F1 0.73 0.66 1.77
O1 0.28 3.33 2.91
O2 3.21 1.79 4.52
O3 0.40 2.36 5.24
O4 2.92 2.43 2.09
O5 -1.40 -2.53 -0.10
O6 -1.21 1.40 -0.74
N1 1.13 0.82 3.24
C1 -4.69 0.48 -1.81
C2 0.68 -1.57 -4.95
C3 1.27 -2.83 -4.73
C4 -1.36 1.45 3.60
C5 -2.99 -0.91 -0.74
C6 -1.60 -1.47 -0.69
C7 -0.45 0.70 -1.44
C8 0.96 -3.55 -3.56
C9 2.85 2.45 -3.60
C10 4.55 -2.06 3.22
C11 3.60 -0.24 1.29
C12 3.05 1.32 -2.80
C13 -3.40 -0.05 -1.77
C14 0.28 -2.92 -2.52
C15 -2.00 1.55 2.36
C16 -3.24 0.34 4.57
C17 0.70 1.38 -2.19
C18 0.06 -0.93 -3.90
C19 1.61 3.10 -3.63
C20 -0.02 -1.54 -2.62
C21 -5.26 -0.83 0.16
C22 0.54 2.60 -2.86
C23 1.97 0.81 -2.07
C24 3.46 -0.01 2.66
C25 -3.95 -1.33 0.19
C26 -1.97 0.90 4.72
C27 4.69 -2.33 1.85
C28 -5.63 0.08 -0.84
C29 -3.87 0.36 3.33
C30 3.94 -0.87 3.64
C31 4.21 -1.43 0.89
C32 -0.55 -0.75 -1.49
C33 -3.25 0.99 2.23
H1 4.02 0.83 -2.74
H2 -2.66 0.24 -2.52
H3 -4.94 1.24 -2.56
H4 -6.00 -1.20 0.87
H5 4.33 -1.62 -0.18
H6 3.22 0.49 0.58
H7 -4.85 -0.10 3.19
H8 3.84 -0.62 4.68
H9 3.68 2.86 -4.17
H10 -1.50 2.00 1.50
H11 1.28 -4.59 -3.47
H12 -6.66 0.46 -0.87
H13 -0.41 3.13 -2.82
H14 2.09 -0.07 -1.43
H15 4.95 -2.75 3.96
H16 -3.64 -2.06 0.94
H17 0.05 -3.44 -1.60
H18 1.46 3.98 -4.26
H19 5.19 -3.25 1.52
H20 -3.74 -0.08 5.44
H21 0.70 -1.08 -5.93
H22 1.95 -3.24 -5.49
H23 -0.38 0.06 -4.04
H24 -1.44 0.89 5.67
H25 -3.74 1.03 1.26

***

(3)
Density functional theory data (ωB97M-V/def2-TZVPD) for a molecular structure, C33H25N5O4ReS.

Values from the calculation:
Kohn-Sham gap (alpha / beta) = 6.99 / 4.57 eV
Relative energy (zero: lowest compared OMol25 entry of this formula, charge and spin) = 0.7185 eV
Multiplicity = 4
Total energy = -63233.0611 eV
HOMO level (alpha / beta) = -7.57 / -6.76 eV

Positions of all 69 atoms, in Å:
Re1 0.35 -0.11 0.72
S1 1.35 1.96 -2.59
O1 -1.29 -1.37 0.58
O2 1.55 1.49 0.69
O3 0.22 0.36 2.72
O4 3.46 -0.84 5.16
N1 1.77 -1.22 1.59
N2 -2.21 0.28 -0.75
N3 2.07 -0.99 2.92
N4 1.02 -1.35 -0.81
N5 -1.12 1.00 -0.21
C1 1.62 0.47 -4.84
C2 0.38 5.47 0.75
C3 -1.11 2.27 -0.39
C4 -3.31 -3.14 -0.09
C5 -4.15 -1.54 -1.69
C6 0.46 -1.49 -2.04
C7 -1.10 0.60 -5.44
C8 2.53 0.39 6.92
C9 1.99 3.72 1.19
C10 -0.47 4.53 0.22
C11 2.45 -0.06 5.60
C12 1.35 0.30 4.81
C13 -3.25 -1.88 -0.68
C14 -0.62 1.24 -4.32
C15 1.11 2.75 0.69
C16 0.43 1.56 6.66
C17 1.21 -0.13 3.41
C18 -5.10 -2.46 -2.10
C19 1.13 -0.17 -5.97
C20 -4.26 -4.05 -0.51
C21 1.53 1.19 7.44
C22 2.40 -2.16 0.91
C23 0.35 1.12 5.36
C24 -0.13 3.17 0.18
C25 -0.23 -0.10 -6.27
C26 1.62 5.05 1.23
C27 2.39 -3.28 -1.30
C28 -5.16 -3.71 -1.51
C29 0.75 1.19 -4.00
C30 1.96 -2.28 -0.42
C31 1.83 -3.38 -2.55
C32 0.83 -2.46 -2.92
C33 -2.19 -0.92 -0.26
H1 2.31 5.78 1.64
H2 -5.80 -2.19 -2.88
H3 -1.94 2.70 -0.95
H4 3.24 -1.12 4.24
H5 -0.35 2.18 7.08
H6 -2.60 -3.39 0.68
H7 -0.31 -0.77 -2.30
H8 -5.91 -4.43 -1.83
H9 0.09 6.51 0.79
H10 -1.44 4.83 -0.17
H11 1.61 1.53 8.46
H12 3.14 -3.99 -0.97
H13 -4.08 -0.56 -2.14
H14 2.67 0.42 -4.59
H15 2.15 -4.16 -3.23
H16 -0.61 -0.60 -7.16
H17 2.95 3.39 1.54
H18 3.38 0.09 7.51
H19 3.17 -2.77 1.36
H20 -2.16 0.64 -5.67
H21 -1.29 1.78 -3.66
H22 1.80 -0.72 -6.62
H23 -0.48 1.39 4.73
H24 0.34 -2.51 -3.88
H25 -4.31 -5.03 -0.05

***

(4)
Density functional theory data (ωB97M-V/def2-TZVPD) for a molecular structure, C33H26Br2FeGeNO5S3 in a non-equilibrium geometry.

Values from the calculation:
Net charge = -2
Kohn-Sham gap (alpha / beta) = 4.61 / 4.70 eV
Relative energy (zero: lowest compared OMol25 entry of this formula, charge and spin) = 3.2504 eV
Multiplicity = 2
Total energy = -309863.7001 eV
HOMO level (alpha / beta) = -0.91 / -1.00 eV

Positions of all 72 atoms, in Å:
Br1 5.43 -4.75 0.04
Br2 8.35 -0.71 -2.60
Ge1 -2.52 0.93 -0.10
Fe1 2.42 -1.00 0.82
S1 1.20 -1.63 -1.04
S2 1.04 -2.48 1.70
S3 -2.48 -2.48 1.30
O1 2.48 0.07 3.37
O2 1.34 0.61 0.95
O3 4.43 -0.67 2.59
O4 0.14 0.83 -0.93
O5 3.59 -2.39 0.63
N1 3.74 0.11 -0.09
C1 -1.15 -3.78 -1.51
C2 3.11 -0.45 2.49
C3 -6.04 -0.97 1.36
C4 -6.20 -0.51 2.66
C5 3.86 1.43 -0.35
C6 -3.27 3.37 -1.62
C7 -1.81 -0.83 -0.63
C8 4.93 1.97 -1.02
C9 -5.33 0.45 3.14
C10 0.04 -2.39 0.17
C11 5.61 -2.95 -0.50
C12 -0.35 -3.69 -0.42
C13 6.70 -2.55 -1.24
C14 -5.00 2.13 -3.37
C15 -1.17 -1.51 0.51
C16 4.61 -2.04 -0.09
C17 -3.41 1.99 -1.55
C18 4.76 -0.70 -0.49
C19 -5.00 -0.50 0.58
C20 5.03 -0.27 3.82
C21 -4.29 0.91 2.35
C22 -4.10 0.44 1.06
C23 -4.29 1.39 -2.44
C24 6.82 -1.21 -1.58
C25 -3.98 4.13 -2.54
C26 5.88 -0.23 -1.21
C27 -2.00 -1.42 -1.85
C28 -4.85 3.51 -3.42
C29 0.54 1.21 0.17
C30 5.96 1.14 -1.49
C31 -1.46 2.10 1.18
C32 -0.08 2.50 0.70
C33 -1.79 -2.75 -2.22
H1 0.54 2.93 1.49
H2 -3.61 1.65 2.76
H3 5.12 0.82 3.85
H4 -1.28 -4.78 -1.92
H5 -4.86 -0.91 -0.41
H6 -5.41 4.10 -4.14
H7 4.40 -0.59 4.66
H8 6.01 -0.73 3.86
H9 0.12 -4.57 0.00
H10 3.05 2.05 0.01
H11 -6.72 -1.72 0.97
H12 -2.45 -0.79 -2.61
H13 -1.35 1.52 2.10
H14 4.97 3.03 -1.20
H15 -3.86 5.21 -2.56
H16 -5.69 1.64 -4.05
H17 7.45 -3.27 -1.54
H18 -6.99 -0.89 3.29
H19 -2.20 -3.03 -3.18
H20 -5.44 0.82 4.16
H21 -4.43 0.32 -2.41
H22 -0.14 3.21 -0.13
H23 -2.06 2.99 1.43
H24 6.79 1.54 -2.06
H25 -2.59 3.86 -0.94
H26 -0.84 -0.78 1.27

***

(5)
Density functional theory data (ωB97M-V/def2-TZVPD) for a molecular structure, C33H26Br2MnN5O5S.

Values from the calculation:
Net charge = +1
Kohn-Sham gap (alpha / beta) = 5.66 / 5.61 eV
Relative energy (zero: lowest compared OMol25 entry of this formula, charge and spin) = 0.9029 eV
Multiplicity = 2
Total energy = -234567.3003 eV
HOMO level (alpha / beta) = -9.57 / -9.52 eV

Positions of all 73 atoms, in Å:
Br1 4.84 6.21 0.57
Br2 5.47 0.83 -1.02
Mn1 0.54 0.70 -0.31
S1 1.36 -5.47 -2.44
O1 0.85 0.33 1.66
O2 -1.42 0.35 0.10
O3 2.40 0.86 -0.74
O4 -0.43 1.76 -2.15
O5 -4.19 2.33 0.20
N1 -2.08 2.54 -0.71
N2 0.79 2.81 0.03
N3 0.66 -1.26 -0.87
N4 -4.03 3.45 -1.77
N5 2.99 -7.50 1.32
C1 2.66 4.36 0.25
C2 1.16 -6.55 0.09
C3 -0.04 3.81 0.24
C4 0.40 5.12 0.50
C5 4.32 2.23 -0.49
C6 2.13 3.08 -0.03
C7 1.70 -7.16 1.21
C8 2.00 -6.26 -0.97
C9 -1.54 3.63 0.20
C10 -1.99 3.32 -3.04
C11 -1.66 -1.90 2.99
C12 -1.85 -0.57 0.98
C13 -5.47 3.75 -1.75
C14 1.74 5.39 0.54
C15 -3.54 2.73 -0.72
C16 -1.39 2.49 -2.04
C17 0.78 -0.55 3.82
C18 0.19 -0.35 2.45
C19 1.10 -3.84 -1.80
C20 -3.60 -2.10 1.61
C21 0.00 -3.11 -2.23
C22 1.72 -1.97 -0.46
C23 4.06 4.53 0.18
C24 3.33 -6.62 -0.89
C25 -3.09 -1.16 0.75
C26 -0.18 -1.83 -1.74
C27 2.96 1.99 -0.44
C28 3.78 -7.24 0.28
C29 4.87 3.48 -0.18
C30 -3.25 3.73 -2.87
C31 -2.88 -2.48 2.75
C32 1.98 -3.25 -0.90
C33 -1.11 -0.94 2.12
H1 -3.28 -3.22 3.43
H2 4.02 -6.43 -1.70
H3 -3.64 -0.86 -0.13
H4 -1.44 3.51 -3.96
H5 -1.90 1.47 -0.21
H6 -1.96 3.41 1.18
H7 -4.56 -2.55 1.41
H8 2.86 -3.77 -0.55
H9 -1.11 -2.19 3.87
H10 1.07 -7.40 2.06
H11 -6.04 2.82 -1.74
H12 -0.32 5.91 0.67
H13 2.40 -1.46 0.21
H14 -5.71 4.32 -2.64
H15 -0.72 -3.54 -2.92
H16 1.69 0.04 3.90
H17 5.94 3.62 -0.24
H18 -1.03 -1.24 -2.04
H19 2.10 6.38 0.76
H20 1.03 -1.61 3.96
H21 -1.96 4.57 -0.16
H22 -5.71 4.33 -0.86
H23 0.10 -6.31 0.05
H24 0.08 -0.27 4.60
H25 -3.76 4.30 -3.64
H26 4.81 -7.53 0.38

***

(6)
Density functional theory data (ωB97M-V/def2-TZVPD) for a molecular structure, C33H26BrF4I2N3O4PPtS2 in a non-equilibrium geometry.

Values from the calculation:
Net charge = +3
Kohn-Sham gap (alpha / beta) = 3.58 / 1.57 eV
Multiplicity = 5
Total energy = -178595.5756 eV
HOMO level (alpha / beta) = -14.58 / -14.64 eV

Positions of all 77 atoms, in Å:
Pt1 -0.29 -0.41 -0.49
I1 -6.38 2.04 -3.76
I2 -4.21 0.70 -2.98
Br1 1.75 -2.40 -0.36
S1 0.35 6.16 1.16
S2 -2.14 -1.48 0.89
P1 1.14 0.52 1.15
F1 3.21 -4.20 1.46
F2 4.18 -3.78 3.97
F3 3.80 -1.33 5.16
F4 2.47 0.59 3.87
O1 0.13 -0.89 -3.13
O2 -4.18 -6.99 -2.21
O3 -1.80 -1.18 -2.10
O4 -2.98 -8.00 -0.64
N1 -1.03 1.67 -0.98
N2 -0.49 -1.89 -5.34
N3 -0.13 6.66 -1.37
C1 2.67 1.24 -1.02
C2 -0.06 3.70 -1.78
C3 -0.34 2.35 -1.90
C4 3.52 -2.82 3.35
C5 3.77 1.81 -1.64
C6 -1.32 3.67 0.27
C7 -2.47 -3.05 0.27
C8 0.08 3.57 3.64
C9 4.49 2.72 0.47
C10 -3.49 -6.95 -1.23
C11 -1.80 -5.30 -0.31
C12 -0.52 4.38 -0.64
C13 2.31 -2.04 1.42
C14 -1.05 -1.29 -3.07
C15 0.38 1.49 2.47
C16 2.61 -0.59 3.28
C17 -1.55 2.33 0.05
C18 2.49 1.41 0.36
C19 -3.80 -3.35 -0.10
C20 2.06 -0.80 2.02
C21 4.67 2.56 -0.90
C22 3.41 2.15 1.11
C23 -3.12 -5.59 -0.67
C24 3.02 -3.04 2.07
C25 0.59 2.87 2.56
C26 -0.14 5.78 -0.38
C27 -0.39 0.84 3.44
C28 -0.64 2.91 4.62
C29 3.32 -1.58 3.96
C30 -1.58 -2.00 -4.35
C31 -0.88 1.55 4.52
C32 -4.11 -4.60 -0.59
C33 -1.49 -4.04 0.15
H1 3.92 1.68 -2.69
H2 -1.75 4.17 1.12
H3 -5.11 -4.82 -0.91
H4 -0.72 -1.27 -6.13
H5 1.17 3.39 1.80
H6 -1.83 -3.03 -4.12
H7 0.28 -1.45 -4.73
H8 0.00 1.80 -2.76
H9 -0.18 -2.80 -5.72
H10 0.52 4.20 -2.53
H11 -4.55 -2.58 -0.02
H12 0.27 4.63 3.72
H13 5.21 3.29 1.05
H14 -0.48 -3.84 0.47
H15 -1.03 -6.05 -0.40
H16 5.53 3.01 -1.38
H17 -0.59 -0.22 3.36
H18 -1.43 1.04 5.29
H19 -2.17 1.74 0.72
H20 -1.03 3.46 5.46
H21 -2.49 -1.49 -4.66
H22 3.28 2.25 2.18
H23 -0.49 6.44 -2.28
H24 0.13 7.62 -1.20
H25 -2.48 -7.83 0.18
H26 1.97 0.63 -1.58